88
Properties=species:S:1:pos:R:3 method="wB97M-V/def2-TZVPD" total_energy_ev=-159769.55574 orbital_gap_ha="0.2417 / 0.2674" charge=0 homo_energy_ev="-8.41 / -8.43" spin_multiplicity=5 e_above_lowest_kj_mol=20.6
Mn 0.08199 -0.18198 -0.18169
C 0.25410 -3.89711 -1.92514
C 1.57921 -3.25810 -2.31909
C 2.49499 -3.10731 -1.03294
C 1.67824 -1.91898 -3.04035
C 2.76103 -1.84724 -3.94785
C 2.84212 -0.76873 -4.85091
C 1.91722 0.26102 -4.82007
C 0.87535 0.22502 -3.90286
C -0.13354 1.37218 -3.92281
C -0.70265 1.57766 -5.30199
C 0.57979 2.76604 -3.47324
C 0.80043 -0.86756 -3.01655
N -0.20761 -0.96423 -1.93841
C -1.54154 -1.23922 -2.36077
O -1.88369 -1.50949 -3.49414
C -2.39521 -1.42692 -1.16500
C -3.58821 -2.10092 -1.15420
C -4.17232 -2.40070 0.09275
C -3.54029 -1.93624 1.22426
C -2.36996 -1.18724 1.09539
N -1.80689 -0.94925 -0.05529
C -1.52021 -0.62039 2.30633
O -1.87068 -0.67932 3.45261
N -0.36381 -0.18941 1.76359
C 0.64055 0.02651 2.74231
C 1.01546 1.37889 2.99718
C 1.99809 1.56071 3.93710
C 2.57619 0.55107 4.70309
C 2.18590 -0.70520 4.41852
C 1.18404 -1.00530 3.46818
C 0.99840 -2.51979 3.30248
C 0.06166 -2.99740 4.43317
C 0.46067 -3.03187 1.94603
C 0.38338 2.58082 2.25052
C 1.39612 3.72162 1.90781
C -0.91151 2.94501 3.11079
H 0.37852 -4.94602 -1.61019
H -0.43835 -3.87730 -2.72927
H -0.23186 -3.39318 -1.08172
H 2.00999 -3.98169 -3.00697
H 2.19294 -2.19205 -0.55818
H 3.54710 -2.94488 -1.33477
H 2.41713 -3.96731 -0.34037
H 3.53731 -2.58107 -3.98756
H 3.68701 -0.66581 -5.59186
H 2.07296 1.10174 -5.43487
H -0.91823 1.05923 -3.23591
H -0.00582 2.23431 -5.91354
H -1.61811 2.09482 -5.22736
H -0.82893 0.63327 -5.85173
H 1.38531 2.94296 -4.20803
H 1.09347 2.67357 -2.52202
H -0.01714 3.66957 -3.55168
H -4.09139 -2.48396 -2.07865
H -5.03571 -3.06707 0.21232
H -3.87802 -2.21822 2.19703
H 2.39334 2.58584 3.99894
H 3.22873 0.89777 5.53535
H 2.61499 -1.59068 4.97100
H 1.95879 -2.94347 3.46287
H -0.99720 -2.75652 4.17520
H 0.37166 -2.49459 5.39595
H 0.22433 -4.06171 4.62251
H -0.63444 -2.94772 1.90804
H 0.70399 -4.07011 1.79561
H 0.92808 -2.49510 1.18761
H -0.06463 2.04593 1.42541
H 1.73430 4.21831 2.80438
H 0.78442 4.37865 1.33048
H 2.21824 3.34178 1.35069
H -0.72915 3.28921 4.10319
H -1.53367 2.05575 3.20890
H -1.49086 3.75861 2.65966
Cl -5.25041 2.99344 1.33132
C -3.64460 3.19568 0.69991
C -3.07668 4.46843 0.66642
C -1.79079 4.64148 0.21263
C -1.09647 3.56659 -0.27700
N -1.65594 2.35408 -0.31263
C -2.92314 2.12127 0.18082
H -3.66346 5.32793 1.04986
H -1.33480 5.59289 0.18035
H -0.10930 3.57164 -0.67598
H -3.33225 1.11236 0.13480
Se 2.24085 0.82104 -0.61428
C 3.17202 -0.02890 0.68369
N 3.73904 -0.69751 1.41086